C23H62O13 | ωB97M-V with the def2-TZVPD basis set

XYZ file:
```
98
Properties=species:S:1:pos:R:3:mulliken_charge:R:1
O -0.5314 -1.5644 7.2863 -0.553
O 0.6921 -0.0205 -0.1071 -0.326
O 5.5230 3.2668 -0.2873 -0.518
O 2.3138 -2.5527 -2.8506 -0.519
O -1.6273 -4.4015 -0.1175 -0.545
O -0.7034 2.6427 -3.8736 -0.325
O -4.0950 -0.2181 -4.7653 -0.567
O -3.7686 -1.0946 1.6038 -0.463
O 7.9248 0.2260 -1.3242 -0.520
O -1.8308 4.0977 -1.7040 -0.475
O 5.3033 -0.8422 3.1626 -0.609
O 0.7153 5.3954 4.1059 -0.559
O -4.3057 -5.3175 -2.4474 -0.598
C -4.3951 -4.4020 -3.3056 0.305
C -1.1691 -0.8407 5.1117 -0.686
C -1.4869 4.7981 3.4187 -0.919
C -2.1456 -0.0915 -3.5095 0.021
C -1.5478 5.3413 -2.2744 -0.737
C 4.1562 3.1317 -0.0975 -0.062
C -4.0104 -1.7277 2.8505 -0.660
C -1.5515 -2.9938 -0.0439 0.544
C -3.5720 0.2681 -3.8272 0.785
C 2.4628 -3.4867 -1.7746 0.165
C -3.6222 -3.1549 -3.2153 -0.308
C 1.3145 -1.3867 5.7088 -0.925
C -0.1856 -1.3056 6.1598 0.718
C -0.1051 3.5519 5.3506 -0.756
C 4.6464 -1.2839 2.2128 0.557
C -0.2407 4.6268 4.2823 0.775
C 0.5955 2.5875 -4.4988 -0.791
C -0.1948 1.0715 -0.2727 -0.533
C 3.3960 -0.5344 1.6623 -0.449
C -5.4296 -4.4348 -4.4051 -1.152
C -4.1847 1.3508 -2.9760 -1.136
C 6.7612 -0.2969 -0.7372 -0.343
C 4.9182 -2.6689 1.6212 -0.780
H 5.9610 -2.8905 1.3939 0.334
H 3.0055 0.2559 2.3034 0.452
H 5.9476 0.4221 -0.8337 -0.052
H 6.4329 -1.2104 -1.2331 0.317
H -2.2993 6.0555 -1.9379 0.323
H -2.7429 -3.3099 -2.5902 0.025
H 1.1687 1.7926 -4.0216 0.253
H 1.4652 -0.5610 5.0134 0.198
H 1.1430 3.5301 -4.5066 0.308
H -4.3232 -2.4139 -2.8311 0.250
H 3.8626 2.0829 -0.1412 -0.214
H -4.9047 -4.2971 -5.3504 0.337
H -4.8794 -2.3834 2.7967 0.342
H 1.5739 -3.4100 -1.1483 0.002
H -0.5794 -2.5541 0.1793 0.150
H -1.9214 -2.4846 -0.9338 -0.276
H -1.1698 0.6040 -0.4099 0.155
H 3.8916 3.5875 0.8567 0.257
H 1.5544 -2.9114 -3.3157 0.300
H -2.3047 -2.6059 0.6419 -0.139
H 8.5425 -0.5079 -1.3630 0.301
H 7.0125 -0.6596 0.2595 0.282
H 4.5546 -3.3150 2.4202 0.368
H -1.3200 3.4464 -2.1903 0.287
H -1.8434 0.4014 -2.5855 -0.308
H 1.1867 0.0349 -0.9280 0.239
H -6.2098 -3.6777 -4.3251 0.310
H -1.3901 2.8018 -4.5254 0.258
H -3.5492 2.1913 -2.6971 0.252
H 1.9795 -1.1951 6.5509 0.360
H 0.7717 3.8172 5.9413 0.312
H 3.6717 -0.1658 0.6743 0.036
H -1.0569 0.2423 5.0600 0.062
H 5.8972 2.3974 -0.4479 0.316
H -1.5047 3.9983 2.6784 0.164
H -1.4997 0.0953 -4.3674 0.188
H -1.4431 5.7805 2.9485 0.295
H -1.6181 -4.7575 0.7739 0.315
H 3.2951 -3.1622 -1.1500 -0.361
H 0.1561 1.6505 -1.1269 0.212
H 4.2489 -2.9608 0.8118 -0.012
H 2.7075 -1.3468 1.4297 0.155
H 2.5766 -4.4614 -2.2490 0.391
H -0.1501 1.7625 0.5691 0.219
H -4.2927 -0.9508 3.5609 0.306
H -2.2200 -1.0749 5.2814 0.312
H -4.4177 -0.3964 1.4907 0.259
H -0.9178 -1.2398 4.1291 0.218
H -4.5433 0.9356 -2.0341 0.261
H -2.4575 4.7927 3.9147 0.344
H 1.5333 -2.2689 5.1072 0.296
H -3.1838 -2.4135 3.0365 0.196
H 0.0012 2.5595 4.9125 0.000
H -2.0611 -1.1692 -3.3699 0.135
H -1.0159 3.5660 5.9492 0.349
H -1.8796 5.2766 -3.3107 0.269
H -0.5335 5.7332 -2.3504 0.291
H 3.6328 3.6772 -0.8827 0.253
H -3.2594 -2.8983 -4.2106 0.452
H -5.0881 1.6637 -3.4996 0.387
H -5.7881 -5.4641 -4.4140 0.331
H 0.5749 2.2259 -5.5268 0.322
```

Results
**Electronic energy**: -51467.6503 eV
**E_LUMO**: 0.0 eV
**2S+1**: 1
**Frontier orbital gap**: 9.5 eV
**Relative energy (zero: lowest compared OMol25 entry of this formula, charge and spin)**: 239.79 kJ/mol

C23H64BN2O21 | ωB97M-V with the def2-TZVPD basis set

XYZ file:
```
111
Properties=species:S:1:pos:R:3:mulliken_charge:R:1
O -0.4070 -1.0701 2.1064 -0.426
O -0.0468 0.6835 0.5549 0.218
O 2.6040 -4.3261 2.2714 -0.325
O 2.0279 -0.1010 -0.2214 -0.600
O -1.7659 6.3310 -1.6807 -0.581
O 2.2652 -0.6045 5.7508 -0.559
O -1.4787 -5.1286 2.9691 -0.560
O 1.6996 2.2036 -0.1023 -0.783
O 0.7765 1.4779 -6.0789 -0.375
O -5.4150 0.6463 2.1439 -0.563
O -1.2990 4.5200 3.1249 -0.700
O 2.1774 -2.0262 1.0140 -0.749
O -3.1023 0.3128 -4.4832 -0.612
O 0.5952 1.1815 -1.8698 0.130
O -0.4932 -6.2401 -1.4484 -0.741
O 1.4817 4.0724 3.6709 -0.624
O 2.0281 4.2158 -1.1492 -0.663
O -2.7760 -2.0277 -1.8973 -0.561
O 3.1428 6.7554 -0.6949 -0.546
O 0.8090 2.9152 -3.4236 -0.747
O 0.8478 -3.1964 -2.7842 -0.521
N 0.2316 -6.2658 0.6686 -0.331
N 1.2324 -4.9737 -0.7312 -0.204
C 0.2845 -5.8954 -0.5721 0.682
C 1.9692 1.4129 -6.7606 -0.730
C -3.8725 -1.1847 2.2333 -1.083
C 3.9607 -4.7701 2.4878 -0.810
C -5.1716 -0.6878 1.6727 0.839
C 2.1447 3.6561 2.5026 -0.223
C -6.2644 -1.6948 1.8681 -1.602
C 1.0149 2.3482 -2.3393 0.425
C -1.8100 -1.9104 -0.8659 0.677
C 4.5518 6.5555 -0.7740 -0.590
C -1.1547 -3.8006 3.0574 0.066
C 2.2563 -1.4809 4.7144 -0.297
C -1.0689 5.0890 -1.6707 0.050
C 1.6363 -0.9755 0.7033 0.363
C -1.7806 3.4788 2.3712 1.867
C -3.2796 3.7639 2.1490 -1.575
C 1.6552 3.0583 -1.1163 -0.041
C 1.1714 -1.9159 -4.7759 -1.457
C 1.4026 -2.0333 -3.2778 2.022
C -1.5424 2.0930 3.0816 -0.464
C 2.9673 -1.9458 -2.9950 -1.546
C 0.3171 -0.4591 1.2784 0.500
C -1.7337 0.3815 -4.4276 -0.149
B 1.0332 0.9529 -0.4623 1.081
H -0.4891 1.8207 3.0143 0.107
H 2.0146 1.6282 -7.8282 0.289
H -0.8814 -1.3644 -1.0324 -0.215
H 1.9949 2.5903 2.3303 0.059
H -1.3268 -0.2877 -3.6695 -0.017
H 4.8516 6.2604 -1.7796 0.228
H 2.0129 -1.0689 3.7351 -0.079
H 0.9869 1.7604 -5.1859 0.316
H 2.6991 5.9444 -0.9538 0.616
H -3.5083 -2.0526 1.6835 0.459
H -1.2584 0.2311 -5.3970 0.288
H -1.3440 3.4890 1.3725 -0.931
H -2.2530 -1.5662 0.0686 -0.658
H 3.1520 -1.1616 -2.2608 0.317
H 4.0757 -5.8541 2.4916 0.275
H -5.0848 -0.5194 0.5994 0.130
H -2.1384 1.3102 2.6124 -0.455
H -3.9272 -1.4778 3.2817 0.519
H 1.6526 -1.0226 -5.1741 0.072
H -1.4107 -2.8979 -0.6347 0.208
H -1.7396 -3.2848 3.8190 0.322
H -2.5991 -2.7225 -2.5357 0.340
H -5.9668 -2.6587 1.4552 0.372
H 2.4771 0.4760 -6.5320 0.244
H -0.0934 -3.6734 3.2708 0.078
H -1.5253 1.4298 -4.2142 0.153
H 3.2136 3.7807 2.6756 0.371
H 2.6598 2.1927 -6.4395 0.266
H -0.5583 -6.8641 0.8638 0.191
H 1.7160 -2.4188 4.8436 0.241
H -7.1324 -1.4400 1.2600 0.382
H -6.6559 -1.8258 2.8769 0.372
H 5.1530 7.4316 -0.5307 0.261
H -1.1250 -5.6116 3.7195 0.301
H -3.4008 0.5737 -3.6089 0.339
H -1.5237 4.3694 -2.3514 0.188
H -3.4639 4.6120 1.4896 0.395
H 1.7367 -4.6555 0.0839 0.139
H 0.7997 -6.0042 1.4617 0.163
H 1.5559 -2.7067 -5.4200 0.389
H -0.3696 4.3122 3.2456 0.502
H -0.0509 5.2629 -2.0192 0.296
H 0.8728 -1.2538 -2.7302 -0.693
H -3.0112 -0.5584 2.0009 -0.082
H 1.3722 -4.4903 -1.6070 0.175
H 2.0243 4.2179 1.5764 0.065
H -1.0473 4.6005 -0.6966 -0.209
H -3.6974 2.8950 1.6405 0.323
H 3.4870 -2.8267 -2.6183 0.349
H -5.1850 0.7062 3.0740 0.330
H 2.5450 -3.4096 1.9921 0.496
H -1.3853 -3.4333 2.0574 -0.200
H 4.8333 5.7913 -0.0495 0.218
H -3.8184 3.9490 3.0783 0.368
H 3.4775 -1.6708 -3.9181 0.401
H 1.5446 3.3529 4.3033 0.335
H -1.2985 6.9392 -1.1034 0.315
H 1.9370 -0.9102 6.5996 0.308
H 4.7012 -4.4293 1.7642 0.313
H -1.7133 2.1246 4.1577 0.511
H 3.2807 -1.8530 4.7325 0.352
H 4.2524 -4.3740 3.4605 0.260
H 0.1081 -1.8786 -5.0128 0.461
H -0.0264 -3.2163 -3.1805 0.191
```

Results
**Electronic energy**: -71546.5021 eV
**E_LUMO**: 1.6 eV
**2S+1**: 1
**Frontier orbital gap**: 8.8 eV
**Net charge**: -1